# 1
ORCA calculation (wB97M-V/def2-TZVPD) on C38H55AsBF5N6O3PbS3Se4Te as an isolated structure in a non-equilibrium geometry.

Structure (XYZ):
```
118
C38H55AsBF5N6O3PbS3Se4Te wB97M-V/def2-TZVPD
Pb 0.0621 1.2256 -2.6314
C -4.1858 2.1874 0.5694
C -2.9150 1.5913 1.0758
C -2.5595 1.6611 2.3783
C -1.3073 1.1271 2.7934
N -0.4864 0.5802 1.9536
N -0.8527 0.3940 0.6612
B 0.0058 -0.6151 -0.0383
N 1.4612 -0.6923 0.4659
N 1.5531 -1.5730 1.4732
C 2.6485 -1.6843 2.1597
C 3.7688 -0.8629 1.8891
C 3.7570 -0.0643 0.7915
C 4.9493 0.7294 0.3865
C 2.5585 -0.0082 -0.0001
S 2.6030 0.8421 -1.4565
C 2.6794 -2.7709 3.2304
C 2.1838 -4.0749 2.5923
C 1.7571 -2.3796 4.3888
C 4.0885 -2.9855 3.7895
N -0.6702 -1.8705 -0.4315
N -1.1299 -2.6084 0.6135
C -1.4296 -3.8412 0.4141
C -1.2486 -4.4761 -0.8755
C -0.8744 -3.7634 -1.9472
C -0.6735 -4.3053 -3.3186
C -0.8241 -2.2805 -1.7711
S 0.4838 -1.4440 -2.7174
C -1.9298 -4.6524 1.6021
C -3.3813 -5.0693 1.3316
C -1.0493 -5.9001 1.7739
C -1.8737 -3.8176 2.8821
C -2.0352 0.9239 0.1523
S -2.4754 0.8326 -1.4509
C -0.9540 1.0119 4.2716
C -1.7034 2.0241 5.1412
C 0.5476 1.1951 4.4724
C -1.3679 -0.4157 4.6758
H -4.7119 2.7114 1.3681
H -4.8233 1.4135 0.1409
H -3.9580 2.8961 -0.2276
H -3.2108 2.1636 3.0795
H 4.6370 -0.8680 2.5304
H 5.7713 0.5915 1.0879
H 4.6968 1.7896 0.3532
H 5.2504 0.4479 -0.6239
H 1.2482 -3.8847 2.0701
H 2.0308 -4.8379 3.3587
H 2.9099 -4.4459 1.8657
H 0.7291 -2.3261 4.0417
H 2.0400 -1.4067 4.7930
H 1.8230 -3.1227 5.1871
H 4.8010 -3.2197 2.9968
H 4.0709 -3.8216 4.4903
H 4.4349 -2.1031 4.3301
H -1.3746 -5.5481 -0.9621
H -0.8123 -5.3869 -3.3326
H 0.3199 -4.0533 -3.6931
H -1.3931 -3.8378 -4.0067
H -3.4547 -5.6782 0.4294
H -4.0028 -4.1842 1.1908
H -3.7739 -5.6438 2.1748
H -1.2045 -6.6105 0.9616
H -1.2809 -6.4061 2.7142
H 0.0040 -5.6209 1.7858
H -2.4957 -2.9291 2.7831
H -0.8531 -3.4905 3.0756
H -2.2246 -4.4082 3.7324
H -1.5194 3.0420 4.7919
H -1.3377 1.9478 6.1665
H -2.7777 1.8337 5.1535
H 0.8379 2.2162 4.2339
H 1.1045 0.5312 3.8155
H 0.8184 0.9936 5.5115
H -2.4555 -0.5191 4.6990
H -0.9677 -0.6591 5.6629
H -0.9767 -1.1243 3.9489
Se 1.7778 3.2185 1.4026
Se 3.6036 3.4697 2.6809
Se 4.2995 4.7227 -0.6229
Se 2.2590 3.8784 -0.7326
C -1.7064 4.4813 -4.2652
C -0.7683 4.5960 -3.0956
O 0.4306 4.4183 -3.2489
C -1.3425 4.9037 -1.7685
C -2.2239 5.9799 -1.6629
C -2.7246 6.4042 -0.4492
C -2.3529 5.7228 0.7046
C -1.5144 4.6349 0.6379
C -0.9741 4.1616 -0.5881
O -0.2131 3.1018 -0.5574
H -1.6896 3.4355 -4.6109
H -1.3446 5.0852 -5.0990
H -2.7291 4.7442 -4.0083
H -2.4807 6.5309 -2.5614
H -3.3807 7.2634 -0.3895
H -2.7268 6.0501 1.6691
H -1.2141 4.1142 1.5385
F -3.4307 0.0341 -4.3922
Te -1.6027 -0.7585 -4.8206
F -0.2072 -1.6642 -6.0341
F -2.2476 -0.3468 -6.6028
F -2.7751 -2.5252 -5.3929
F -2.1152 -1.8732 -2.2004
O -0.8455 0.9436 -4.8311
C 3.8699 1.9830 -4.5747
As 1.9204 1.8045 -4.8823
C 1.7182 3.3198 -6.1093
C 1.9820 0.3906 -6.2152
H 4.4219 2.0919 -5.5103
H 4.2213 1.0939 -4.0502
H 4.0633 2.8485 -3.9383
H 2.4778 3.2710 -6.8911
H 1.8150 4.2518 -5.5548
H 0.7269 3.2569 -6.5563
H 2.7893 0.5572 -6.9325
H 1.0211 0.3668 -6.7228
H 2.1130 -0.5752 -5.7306
```

Calculated values
spin multiplicity	1
HOMO-LUMO gap (alpha / beta)	3.8652 / 3.8664	eV
LUMO (alpha / beta)	1.7309 / 1.7320	eV
total charge	-2
highest occupied orbital energy (alpha / beta)	-2.1343 / -2.1343	eV



# 2
ORCA calculation (wB97M-V/def2-TZVPD) on a 8-piece molecular cluster, C38H55B2IN8O7 overall in a non-equilibrium geometry.

Structure (XYZ):
```
111
C38H55B2IN8O7 wB97M-V/def2-TZVPD
C 6.0316 0.0633 3.0529
C 4.5325 -0.2321 3.7261
I 4.3197 -2.4507 3.7529
C 3.3220 0.4588 2.8487
C 1.8658 0.0286 3.5493
O 1.8082 0.2730 4.8884
O 0.7544 -0.6111 2.8527
C -0.2269 0.3135 2.2883
C -0.9281 1.3275 3.4225
C -1.4303 2.7957 2.5442
C -3.0855 3.2470 2.8126
O -2.5016 2.5835 1.4258
O 0.2205 1.2004 1.2288
B 0.9432 0.5829 0.1274
O 1.2514 -0.8356 -0.1160
O 1.4950 1.5338 -0.9053
B -1.5262 -0.6676 1.8654
O -2.2204 -0.6344 0.5695
N -1.9903 -1.6017 3.0096
C -3.5021 -1.5370 3.0213
C -1.4588 -2.9919 2.7447
H 6.2897 1.2126 3.0572
H 6.8679 -0.5316 3.6466
H 5.9735 -0.3405 1.9321
H 4.4680 0.1286 4.8404
H 3.3499 1.6286 2.8547
H 3.3921 -0.0191 1.7652
H -1.8955 0.8842 3.8989
H -0.1667 1.8076 4.1585
H -0.5883 3.7191 2.4315
H -3.8429 2.3628 3.0764
H -3.3856 4.3730 2.7071
H 0.4509 -1.3416 -0.4473
H 2.4702 1.2677 -0.9459
H -2.0412 0.2114 0.0636
H -3.8192 -0.4164 2.7741
H -3.8874 -2.3044 2.2243
H -3.8597 -1.8125 4.1037
H -2.2892 -3.7531 3.1241
H -0.4221 -3.1703 3.2978
H -1.2953 -3.0617 1.5646
N -0.2739 -7.6248 1.1238
C 0.8704 -7.6333 1.8781
C 1.4157 -6.3694 1.8385
C 0.5672 -5.5690 1.0369
C -0.4697 -6.3688 0.6111
H -0.8796 -8.4205 0.9702
H 1.1987 -8.5359 2.3758
H 2.3256 -6.0573 2.3345
H 0.6980 -4.5218 0.7967
H -1.3270 -6.1525 -0.0123
N -2.6428 6.1060 0.2308
C -3.7538 6.7092 0.7604
C -3.6871 8.0537 0.4704
C -2.4970 8.2680 -0.2651
C -1.8732 7.0480 -0.4010
H -2.4254 5.1200 0.2952
H -4.4939 6.1320 1.2982
H -4.4174 8.7995 0.7566
H -2.1344 9.2106 -0.6543
H -0.9494 6.7705 -0.8908
N 2.4728 -1.2776 -2.7585
C 3.5830 -0.6830 -3.2994
C 3.6455 -1.0296 -4.6306
C 2.5305 -1.8575 -4.9036
C 1.8218 -1.9916 -3.7307
H 2.1792 -1.2007 -1.7934
H 4.2325 -0.0671 -2.6920
H 4.4108 -0.7186 -5.3299
H 2.2719 -2.3070 -5.8537
H 0.9132 -2.5337 -3.5049
N 3.6507 2.5838 -4.4043
C 2.5398 3.1871 -3.8747
C 2.6064 4.5315 -4.1646
C 3.7966 4.7458 -4.9001
C 4.4203 3.5258 -5.0360
H 3.8682 1.5978 -4.3398
H 1.7997 2.6098 -3.3369
H 1.8761 5.2773 -3.8785
H 4.1592 5.6884 -5.2894
H 5.3442 3.2483 -5.5258
N 5.3589 -1.2131 -7.7567
C 5.6573 -2.4762 -7.3164
C 6.5930 -3.0149 -8.1711
C 6.8730 -2.0401 -9.1583
C 6.0994 -0.9365 -8.8765
H 4.6966 -0.5832 -7.3228
H 5.1785 -2.8831 -6.4358
H 7.0279 -4.0028 -8.0915
H 7.5651 -2.1329 -9.9853
H 6.0116 0.0189 -9.3764
N -3.1336 -9.7196 2.3092
C -3.2410 -10.5545 3.3908
C -3.2820 -9.7769 4.5264
C -3.2024 -8.4250 4.1149
C -3.1145 -8.4188 2.7408
H -3.0780 -10.0167 1.3437
H -3.2774 -11.6278 3.2602
H -3.3619 -10.1435 5.5416
H -3.2091 -7.5502 4.7522
H -3.0390 -7.6022 2.0351
N -7.2336 7.7528 1.0567
C -8.3677 8.4719 0.7824
C -9.0203 8.7076 1.9719
C -8.2495 8.1149 3.0004
C -7.1505 7.5349 2.4074
H -6.5625 7.4337 0.3701
H -8.6134 8.7522 -0.2331
H -9.9503 9.2492 2.0865
H -8.4719 8.1120 4.0596
H -6.3193 6.9861 2.8297
```

Calculated values
spin multiplicity	1
HOMO-LUMO gap	7.9481	eV
LUMO	-0.2263	eV
total charge	0
highest occupied orbital energy	-8.1744	eV
SMILES	C[C@H](I)CC(=O)O[C@@](C[C@@H]1CO1)(OB(O)O)B(O)N(C)C.c1cc[nH]c1.c1cc[nH]c1.c1cc[nH]c1.c1cc[nH]c1.c1cc[nH]c1.c1cc[nH]c1.c1cc[nH]c1